[1]
This record from OMol25 describes a cluster of 2 separate species, C7H11BFN2O5 in total in a non-equilibrium geometry. The level of theory is ωB97M-V with the def2-TZVPD basis set.

The geometry in XYZ format:
```
27
Properties=species:S:1:pos:R:3:lowdin_charge:R:1
C -0.0849 -1.9670 2.7712 -0.092
C 1.0899 -1.8286 1.7397 -0.246
O 0.7403 -1.2176 0.4939 -0.108
C 0.0648 0.0190 0.6560 -0.162
C -1.5375 0.0125 0.5901 -0.393
O -2.2724 -0.9189 0.8224 0.070
N -1.9365 1.3150 0.1585 0.092
C -1.0030 1.7194 -0.9306 -0.096
C 0.3205 0.7919 -0.7265 -0.222
N 1.3879 1.8486 -0.5958 0.184
C 2.5075 1.3792 -0.8570 -0.295
O 3.4029 1.0133 -1.5028 0.163
B 0.2743 -0.0742 -2.0778 -0.535
O 0.8979 0.3380 -3.2732 0.146
O -0.4491 -1.3117 -2.1793 0.108
H -0.9182 -2.5321 2.2720 0.078
H 0.2618 -2.6072 3.6276 0.075
H -0.4677 -0.9790 3.1348 0.079
H 1.9849 -1.3470 2.2379 0.121
H 1.4182 -2.8781 1.4884 0.121
H 0.4177 0.7525 1.4239 0.177
H -2.8639 1.1646 -0.2477 0.130
H -0.6553 2.7618 -0.6627 0.069
H -1.3493 1.5411 -1.9909 0.130
H 0.9466 -0.4495 -3.8420 0.107
H -1.4005 -1.1115 -2.2452 0.108
F -0.7770 4.5652 -0.2850 -0.808
```

As for the total charge: -1. The value obtained for the HOMO-LUMO gap is 0.24259 hartree. The value obtained for the energy above the lowest of the compared OMol25 structures with the same formula, charge and spin is 24.58 kcal/mol. The spin multiplicity is 1.

[2]
This record from OMol25 describes a structure of composition C13H36GaN3O5. The level of theory is ωB97M-V with the def2-TZVPD basis set.

The geometry in XYZ format:
```
58
Properties=species:S:1:pos:R:3:lowdin_charge:R:1
O 3.7335 -3.8897 0.7741 -0.232
C 3.3056 -2.6989 0.8151 -0.859
O 4.0569 -1.6711 0.7711 -0.252
Ga 1.2375 -2.5026 0.8669 0.131
H 0.5613 -2.7902 -0.6011 -0.174
H 0.6178 -3.6575 1.8694 -0.177
H 0.6905 -1.0581 1.4436 -0.181
C -4.8753 0.2803 -1.0275 -0.078
C -3.4897 0.6853 -0.5310 -0.440
C -2.3607 0.3597 -1.5166 -0.215
O -2.0035 -0.9935 -1.5500 -0.198
C -2.7637 -1.8415 -2.3682 -0.121
N -3.2615 0.0962 0.7871 0.049
H -5.0230 -0.7972 -0.9531 0.061
H -5.6452 0.7584 -0.4188 0.064
H -5.0284 0.5775 -2.0682 0.070
H -3.4916 1.7759 -0.4067 0.119
H -1.4633 0.8857 -1.1811 0.128
H -2.5993 0.7243 -2.5304 0.115
H -3.0965 -1.3282 -3.2813 0.082
H -3.6387 -2.2496 -1.8491 0.072
H -2.1164 -2.6744 -2.6412 0.087
H -2.3851 0.4518 1.1654 0.076
H -3.0753 -0.8965 0.6596 0.080
C -4.2567 2.7142 2.6418 -0.076
C -3.2514 3.1746 3.6905 -0.434
C -3.4753 4.6088 4.1857 -0.214
O -3.0695 5.6276 3.2894 -0.191
C -3.9947 5.9440 2.2732 -0.119
N -1.9100 2.9508 3.1586 0.055
H -4.0389 3.1454 1.6632 0.057
H -4.2051 1.6334 2.5258 0.057
H -5.2804 2.9869 2.9159 0.074
H -3.3682 2.5292 4.5675 0.136
H -2.8709 4.7618 5.0839 0.117
H -4.5280 4.7602 4.4678 0.113
H -5.0257 5.8571 2.6339 0.086
H -3.8742 5.3079 1.3928 0.076
H -3.8119 6.9775 1.9766 0.082
H -1.2058 3.1172 3.8700 0.076
H -1.7240 3.6441 2.4400 0.073
C 5.5840 -4.1954 -1.6859 -0.077
C 6.7981 -3.6152 -2.3891 -0.439
C 6.9493 -2.1198 -2.0692 -0.231
O 6.0431 -1.2570 -2.7264 -0.215
C 4.7473 -1.1527 -2.1010 -0.088
N 6.7503 -3.8817 -3.8383 0.017
H 4.6504 -3.9052 -2.1621 0.070
H 5.6046 -5.2871 -1.6692 0.071
H 5.5220 -3.8516 -0.6512 0.059
H 7.6985 -4.1089 -2.0021 0.123
H 7.9495 -1.7940 -2.3904 0.105
H 6.8815 -1.9700 -0.9846 0.123
H 4.7876 -1.2512 -1.0096 0.048
H 4.0573 -1.9055 -2.4807 0.075
H 4.3555 -0.1678 -2.3603 0.076
H 7.6070 -3.5372 -4.2647 0.047
H 6.0187 -3.2865 -4.2196 0.059
```

As for the total charge: -2. The value obtained for the HOMO-LUMO gap is 0.10371 hartree. The value obtained for the energy above the lowest of the compared OMol25 structures with the same formula, charge and spin is 0.00 kcal/mol. The spin multiplicity is 1.

[3]
This record from OMol25 describes the molecule CH4N3P in a non-equilibrium geometry. The level of theory is ωB97M-V with the def2-TZVPD basis set.

The geometry in XYZ format:
```
9
Properties=species:S:1:pos:R:3:lowdin_charge:R:1
C -1.1900 0.7374 0.3392 -0.191
N -1.0208 -0.3301 -0.4157 -0.421
N 0.9185 1.0257 0.1629 0.013
N 1.3037 -0.0882 -0.0575 -0.318
P 0.0467 -1.4670 0.0068 0.764
H -0.8187 0.7849 1.3188 0.025
H -1.9358 1.4725 -0.1454 0.103
H 2.3012 -0.3695 0.1297 0.111
H 0.3953 -1.7658 -1.3387 -0.086
```

As for the total charge: 0. The value obtained for the HOMO-LUMO gap is 0.31246 hartree. The value obtained for the energy above the lowest of the compared OMol25 structures with the same formula, charge and spin is 93.62 kcal/mol. The spin multiplicity is 1.

[4]
This record from OMol25 describes a cluster of 2 separate species, C5H15NOS in total. The level of theory is ωB97M-V with the def2-TZVPD basis set.

The geometry in XYZ format:
```
23
Properties=species:S:1:pos:R:3:lowdin_charge:R:1
C -1.5733 -3.0246 -0.8984 -0.118
C -1.0698 -1.6214 -0.5746 -0.343
C -0.7941 -1.4033 0.9229 -0.591
S -1.7974 -0.1361 1.7545 0.648
H -0.8851 -3.7943 -0.5518 0.072
H -1.7679 -3.1015 -1.9685 0.069
H -2.5276 -3.1814 -0.4029 0.074
H -0.2114 -1.3137 -1.1782 0.089
H -1.8612 -0.9230 -0.8664 0.083
H 0.2582 -1.1841 1.1001 0.044
H -0.9756 -2.3291 1.4693 0.057
H -1.2756 0.9058 1.0084 -0.166
N -0.2413 1.6669 -0.4059 -0.033
C 0.9586 2.3770 0.0829 -0.248
C 2.1428 1.4365 0.0992 -0.275
O 3.3057 2.0253 0.6391 -0.058
H -0.0027 1.0087 -1.1363 0.066
H -0.9144 2.3275 -0.7641 0.084
H 0.7393 2.7429 1.0914 0.116
H 1.1514 3.2535 -0.5431 0.115
H 1.8704 0.5336 0.6537 0.109
H 2.3938 1.1587 -0.9252 0.123
H 3.0773 2.5760 1.3938 0.084
```

As for the total charge: 0. The value obtained for the HOMO-LUMO gap is 0.33937 hartree. The value obtained for the energy above the lowest of the compared OMol25 structures with the same formula, charge and spin is 19.56 kcal/mol. Its structure (SMILES) is CCCS.NCCO. The spin multiplicity is 1.

[5]
This record from OMol25 describes a cluster of 2 separate species, C4H8N2 in total. The level of theory is ωB97M-V with the def2-TZVPD basis set.

The geometry in XYZ format:
```
14
Properties=species:S:1:pos:R:3:lowdin_charge:R:1
C -0.2917 -1.9088 0.1414 -0.098
N 0.3104 -1.7540 1.3700 -0.001
C -0.5372 -0.5843 0.9901 -0.290
C 0.1165 0.4930 0.4732 -0.262
C 0.1741 1.8722 0.0462 -0.088
N 1.2780 0.8979 -0.1833 0.067
H -1.3713 -0.5299 -1.7731 0.031
H 0.4144 -1.8534 -0.7082 0.049
H 1.3174 -1.5476 1.3855 0.111
H -1.4799 -0.4669 1.5093 0.130
H -1.3076 0.0125 -2.2810 0.051
H 0.4175 2.6674 0.7473 0.102
H -0.4403 2.1725 -0.8031 0.099
H 1.3514 0.5928 -1.1510 0.099
```

As for the total charge: 0. The value obtained for the HOMO-LUMO gap (alpha / beta) is 0.28653 / 0.27471 hartree. The value obtained for the energy above the lowest of the compared OMol25 structures with the same formula, charge and spin is 155.45 kcal/mol. The spin multiplicity is 1.

[6]
This record from OMol25 describes a structure of composition C2H5NO2S in a non-equilibrium geometry. The level of theory is ωB97M-V with the def2-TZVPD basis set.

The geometry in XYZ format:
```
11
Properties=species:S:1:pos:R:3:lowdin_charge:R:1
C -0.9985 -0.3237 0.7706 -0.299
C -0.5601 -0.1411 -0.6919 -0.283
N 0.1136 -0.8445 1.4175 -0.338
O 0.3458 -1.1924 -1.0028 -0.449
O 1.6422 1.7230 -0.2955 0.016
S 1.2329 -1.3670 0.4195 1.010
H -1.1471 0.5541 1.3428 0.110
H -1.8244 -0.9310 0.8253 0.090
H -1.2075 -0.2460 -1.5754 0.127
H -0.1030 0.9054 -0.8368 0.096
H 2.5061 1.8633 -0.3732 -0.079
```

As for the total charge: 0. The value obtained for the HOMO-LUMO gap (alpha / beta) is 0.35380 / 0.20270 hartree. The value obtained for the energy above the lowest of the compared OMol25 structures with the same formula, charge and spin is 131.85 kcal/mol. The spin multiplicity is 1.